C61H60N4O4P2S3W | the ωB97M-V functional and the def2-TZVPD basis

For the frontier orbital gap, the calculation gives 4.65 eV. The highest occupied orbital energy comes out at -17.019 eV. The net charge is +4. For the strongest force on any atom, the calculation gives 0.04870 hartree/bohr.

Structure (XYZ):
```
135
Properties=species:S:1:pos:R:3:forces:R:3
C 2.190491 -3.267362 -3.127282 0.1 0.0 0.0
H 0.305655 -3.820916 3.271052 0.0 0.0 -0.1
H -3.363911 -3.259890 2.509446 0.0 0.0 -0.1
C -2.805128 -2.336938 -5.458190 0.1 0.0 -0.1
H 1.361165 -0.278916 -4.391562 0.0 0.0 -0.1
H 3.411038 2.067733 -2.598132 0.1 0.0 0.0
C -3.208105 -2.081062 -4.158098 0.0 0.0 0.1
C 0.894439 -5.107637 -1.489559 0.0 -0.1 -0.1
C 3.239745 -3.370184 3.371020 0.0 0.1 0.1
O 0.428782 1.620898 0.091739 0.4 0.6 0.2
S -1.232240 -2.327196 2.268079 0.0 0.0 0.3
C 0.540805 2.728172 0.875293 0.0 -0.2 -0.2
C 6.523028 -0.330747 -2.046963 0.0 0.0 0.0
C -2.446058 2.178435 -3.802439 0.0 0.0 -0.1
C -4.272972 1.640856 -2.157684 0.1 0.1 0.0
C 1.404014 1.285638 2.690917 0.1 0.2 0.0
O 1.754598 -1.636171 0.470197 0.5 -0.3 0.5
C 4.291298 1.028098 1.627034 0.1 0.1 0.0
H 0.883642 5.818313 3.119726 0.0 0.0 0.0
H 2.624758 -1.729596 4.121377 0.0 0.0 0.1
H -2.612050 -1.565416 -2.184063 0.0 0.0 0.1
C -2.584606 4.886401 -3.179581 0.0 0.0 0.0
H -4.250191 -2.196393 -3.884008 0.0 0.0 0.0
H 2.698285 -2.564726 -3.778186 0.0 -0.1 0.0
C -2.821168 -2.827395 1.665597 -0.1 -0.1 -0.1
H 5.525164 3.657390 3.367194 0.0 0.0 0.0
H 1.456820 1.959951 -3.936024 0.0 0.0 0.0
C -2.278935 -1.701843 -3.196235 0.1 -0.2 -0.1
H -2.693875 -3.559465 0.867881 -0.1 0.0 0.0
C -1.631011 3.088322 -4.466209 0.0 0.0 0.0
H -4.456118 3.924720 1.046992 0.0 0.0 0.0
H -6.166588 3.420099 4.597733 0.0 -0.1 0.0
C -3.341442 2.622180 -2.836560 0.0 0.0 0.1
C 1.400616 1.388385 -3.011198 0.2 -0.1 -0.1
H 0.408905 1.591106 -2.609192 -0.2 0.0 0.0
H 3.345126 -2.185674 -0.901725 0.0 0.0 -0.1
C 0.785210 4.940853 2.493362 0.0 0.0 -0.1
C 3.637843 1.726260 0.603909 0.0 -0.1 0.0
H -1.077312 5.152082 -4.687388 0.0 0.0 0.0
P 0.456042 -1.181134 -2.384807 0.4 -0.7 -0.3
C 2.479159 1.907071 -2.054686 -0.1 -0.2 -0.1
H -1.204214 -4.635955 2.778140 0.1 0.0 0.0
H 7.416714 0.189100 -2.365345 0.0 0.0 0.0
H -3.331851 -1.933958 1.310229 0.0 0.0 0.0
H 2.600917 -0.433962 -3.173231 0.1 0.0 0.0
C 4.259282 -0.281201 -1.256963 -0.3 -0.3 0.2
H 2.178220 2.860407 -1.625820 0.0 0.0 0.0
H -6.100175 -1.526370 4.745750 0.0 0.1 0.0
C 1.130478 3.697086 2.986017 0.0 0.1 0.2
H 5.332126 -3.475429 -1.591477 0.0 0.0 0.0
H 0.382552 -5.833907 -0.869469 0.0 0.0 0.0
H 0.024554 -4.200055 1.537793 -0.1 0.0 0.0
H 4.411791 4.889388 1.537790 0.0 0.0 0.0
C -0.935366 -1.556087 -3.536487 -0.1 0.3 0.3
W 0.501568 -0.196100 0.116874 -2.4 0.4 0.6
C 5.414249 0.397427 -1.654703 0.1 0.0 -0.1
S -1.633593 0.751416 2.169816 0.1 -0.3 0.2
H -0.168867 4.032285 -0.663026 0.0 0.0 0.1
N -3.839748 2.204829 2.060236 -0.4 0.2 0.1
C -7.236640 1.639331 5.136529 0.0 0.0 0.0
C 0.192758 3.952704 0.357407 -0.1 0.2 -0.1
H -0.312811 -3.461412 -0.845935 0.0 0.0 0.0
H 3.350072 -4.931711 -3.821755 0.0 0.0 0.1
H -0.966704 2.745673 -5.251726 0.0 0.0 0.0
C 6.494000 -1.723717 -2.024223 0.0 0.0 0.0
C -3.091333 1.268906 -0.045920 0.3 0.1 0.3
H 0.519646 -1.859697 -5.119689 -0.1 0.0 0.0
C 4.168179 -5.444176 2.596004 0.0 -0.1 0.0
H -4.131364 4.345323 -1.802615 0.0 0.0 -0.1
C -6.153727 2.333931 4.607022 -0.1 0.0 0.1
H 4.227095 -4.769198 4.636487 0.0 0.0 0.0
C 4.947480 1.720323 2.629887 0.0 0.1 0.0
C -5.049554 1.641368 4.127355 0.0 0.0 -0.1
H -5.899767 2.836296 -0.543169 0.0 0.0 -0.1
C 1.922282 -5.523843 -2.331486 0.0 0.0 0.0
C -5.311480 2.189773 0.100264 0.0 -0.1 -0.1
C -3.879118 2.389293 3.542170 -0.1 0.0 0.0
C 4.230024 -1.670584 -1.226816 0.1 0.0 -0.1
C 3.749311 -5.175034 1.281175 0.0 0.0 0.1
C 4.984034 3.115223 2.601195 0.0 0.0 0.0
H 2.204758 -6.569734 -2.365080 0.0 0.1 0.0
H -3.530395 -2.626341 -6.208612 0.0 0.0 0.0
C 1.167875 -2.849322 -2.282878 -0.1 0.0 0.1
C -7.220827 0.253514 5.172437 0.0 0.0 0.0
H 1.844475 1.225426 3.680897 0.0 0.0 0.0
C -4.868891 2.948882 1.310911 0.2 0.0 0.2
H -3.979500 3.459648 3.724631 0.0 0.0 -0.1
H 5.461186 1.481739 -1.652952 0.0 0.0 0.0
H -8.064795 -0.286243 5.583292 0.0 0.0 0.0
H 1.502284 3.590749 3.999859 0.0 0.0 -0.1
C 3.913728 -4.564022 3.621142 0.0 -0.1 0.1
C 1.577507 -0.108102 -3.344529 -0.2 0.2 0.0
H -4.154452 -0.292110 3.821728 -0.1 0.0 0.0
N -4.143496 1.697772 -0.669026 -0.4 0.2 -0.3
H 5.455125 1.178005 3.418653 0.0 0.0 0.0
H 2.719810 -3.801091 0.021731 0.0 -0.1 0.1
C 2.567087 -4.605775 -3.147122 0.0 0.0 -0.1
H -5.313975 1.864837 -2.377724 0.0 0.0 0.0
C 0.314450 5.065327 1.183980 0.0 0.0 0.1
C -5.033121 0.247175 4.171461 0.0 0.0 0.0
S -1.906202 0.431915 -0.939964 0.6 -0.4 -0.2
N 1.869077 -0.942264 2.625396 0.1 0.1 0.2
H 4.323043 -0.056466 1.620035 0.0 0.0 0.0
C -3.408222 3.978772 -2.527697 0.0 0.0 0.0
O 3.020005 -2.566371 4.419173 0.0 0.0 -0.1
H 4.697369 -6.364998 2.810745 0.0 0.0 0.0
C -1.457201 -2.254832 -5.788036 0.0 0.0 0.0
H 3.957990 -5.880610 0.488002 0.0 0.0 0.0
C -0.440229 -3.914659 2.483170 0.0 -0.1 0.1
H -2.932655 2.049043 3.951384 0.1 0.0 0.0
C 5.350830 -2.392114 -1.614204 0.1 0.0 0.0
H 3.201192 3.682849 -0.211829 0.1 0.0 0.1
H -1.123625 -2.505260 -6.787084 0.0 0.0 0.0
H -2.410311 1.124003 -4.062896 0.0 0.0 0.0
C 2.810207 -3.082391 2.054489 0.0 -0.2 -0.1
H -5.721035 3.099996 1.968465 0.0 0.0 0.1
C 2.124194 -1.865397 1.740745 0.1 0.0 -0.1
H -5.929049 1.330711 0.370107 0.0 -0.1 0.0
O -0.561447 -1.758860 0.989316 0.4 0.4 -1.0
C -2.963459 1.467400 1.445184 0.2 0.0 -0.3
H -2.663949 5.943985 -2.958178 0.0 -0.1 0.0
C 3.076131 -4.014854 1.020874 -0.1 0.1 0.1
C 0.514534 -3.776605 -1.468750 0.0 -0.1 -0.2
C -1.695098 4.440327 -4.153033 0.0 0.0 0.0
H 0.043167 6.040773 0.798845 0.0 0.0 0.0
C 1.006517 2.560302 2.183044 0.0 -0.1 0.2
C -0.525374 -1.874855 -4.835832 -0.1 0.1 0.0
H 7.371259 -2.283920 -2.321944 0.0 0.0 0.0
C 3.675469 3.118403 0.579912 0.0 0.1 0.0
C 4.358115 3.807987 1.574919 0.0 0.0 0.0
N 1.309964 0.172819 2.028961 0.1 -0.5 0.0
P 2.878902 0.738100 -0.701157 0.0 0.4 -0.4
H -4.063471 0.625301 -2.493813 0.0 -0.1 0.1
H -8.086532 2.183818 5.528464 0.0 0.0 0.0
C -6.114916 -0.444351 4.693355 0.0 0.0 0.0
```
Positions in Å, forces in eV/Å.

=====

C15H40BF4O19S3 | the ωB97M-V functional and the def2-TZVPD basis

For the frontier orbital gap, the calculation gives 10.52 eV. As for the energy above the lowest of the compared OMol25 structures with the same formula, charge and spin: 0.000 eV. The highest occupied orbital energy comes out at -8.446 eV. The net charge is -1. For the strongest force on any atom, the calculation gives 0.04691 hartree/bohr.

Structure (XYZ):
```
82
Properties=species:S:1:pos:R:3:forces:R:3
S 2.464535 -3.873523 0.125807 -0.8 0.7 -0.4
H 2.825417 1.861691 1.716494 0.1 -0.1 -0.2
O 3.175830 -2.990171 1.016779 -0.2 -0.8 -0.5
C 4.129959 2.403428 -2.735466 -1.1 0.0 -0.2
O 2.128992 3.645645 3.794598 -1.2 -0.4 -0.7
H -2.989218 1.716986 1.101653 -0.4 0.2 0.2
H 5.045228 -3.366177 -0.298202 -0.5 0.3 -0.2
H 2.759490 2.691419 -1.115808 0.1 0.3 0.4
H -1.724857 1.996909 -1.281375 -0.3 0.2 0.2
H -6.230600 -3.868599 3.594711 0.0 0.3 0.2
C -0.341249 4.294759 1.010000 0.2 -0.4 -0.6
O -3.406815 2.025304 3.165332 -0.4 0.5 -0.6
C -4.552553 1.377790 3.504751 0.9 0.1 0.0
H -6.789643 -3.111907 2.069002 -0.1 -0.5 0.0
H -3.455239 -1.344474 -1.192632 0.4 0.3 0.3
C 2.124399 2.605732 1.350852 -0.8 0.6 1.6
B 0.255907 0.594042 -0.985243 -0.2 -1.1 0.7
O 6.717308 2.862583 -0.552099 0.7 -0.2 0.0
C 3.515362 3.284110 -1.624515 -0.3 -1.0 -1.3
H -2.502712 -0.662561 2.820361 -0.3 0.0 0.5
O -0.019141 2.066252 -4.386937 0.1 0.1 -0.1
O 4.624095 3.602818 -0.825175 0.2 0.1 0.8
F 0.503664 1.862783 -1.521814 0.0 0.0 -0.1
H 5.790287 -5.743997 -1.945082 -0.1 -0.4 0.3
F -0.317457 -0.273883 -1.926841 0.1 0.2 -0.6
H -0.626660 6.434010 0.913727 0.1 0.0 -0.4
H -3.231340 1.767783 -1.396022 0.1 0.0 0.0
H -5.673316 -2.209914 2.939997 0.7 -0.3 0.6
C -3.647976 -3.327796 -0.411045 0.8 -2.2 -0.7
H -3.012933 -4.226638 -0.342311 0.3 0.3 0.5
H 1.933613 -0.674466 1.308612 0.0 0.1 0.2
O 1.857445 -0.394494 2.231336 -0.1 0.0 0.0
H -0.390254 2.925728 -4.609853 0.0 -0.1 0.0
H 5.680032 -5.872435 -0.166490 0.1 0.2 0.2
H -3.589114 -0.710005 1.519248 -0.5 0.4 -0.1
C -1.211133 5.519160 0.820675 -0.5 0.0 1.1
C -2.785427 1.303047 2.087315 0.2 -0.7 0.5
H 1.017621 0.082395 2.273749 0.1 0.0 0.0
H 0.738130 -2.385421 -0.558204 0.0 0.1 0.0
H -0.916612 3.363761 1.003759 0.0 0.1 -0.2
O -5.412530 -5.205017 1.070569 0.3 0.2 0.3
O 3.469681 -4.615038 -0.876878 0.2 0.1 0.5
O -5.517248 1.907423 3.943614 -0.3 -0.1 0.4
C 4.787407 -4.064131 -1.093909 0.4 -0.8 0.9
O -2.573822 2.466965 -1.315788 0.1 -0.1 -0.1
C -2.814003 -2.195351 -0.963991 -0.7 -0.7 -0.4
H 3.691214 1.407873 -2.792826 0.1 -0.1 0.4
O 1.598625 -4.909686 0.616319 0.6 0.5 -0.1
O -4.197254 -3.028691 0.866260 -0.8 0.1 0.8
H -0.324901 1.897191 -3.486438 0.2 0.1 0.0
H 3.917842 2.828455 -3.717231 0.8 0.2 -0.1
C 5.817210 -5.194605 -0.998776 -0.1 0.7 -1.8
C 1.545935 -2.888799 -1.076388 0.4 -0.9 0.5
H -1.711197 1.234443 2.216762 0.0 0.7 0.1
F 1.436932 0.003433 -0.484133 -0.1 0.5 -0.4
H 1.388273 2.192700 0.671599 0.2 0.0 -0.2
C -5.947319 -3.246844 2.752203 -0.3 0.0 -1.2
H 3.051737 4.161294 -2.069927 0.1 0.3 0.3
H -4.402499 -3.751391 -1.086687 -0.4 0.9 0.0
H 0.438188 4.264440 0.239111 -0.4 -0.1 -0.2
H 6.782820 -4.684188 -1.051306 0.2 -0.3 0.6
H -1.957814 5.589211 1.618640 0.1 -0.2 0.1
F -0.692037 0.701079 0.059858 0.3 0.3 0.1
O -3.631318 -4.560185 2.694290 -0.5 -0.1 -0.1
H 2.211515 -2.189327 -1.570984 0.0 0.1 0.2
O 0.205686 2.116681 3.162819 0.9 0.5 0.0
H -1.810481 5.470801 -0.085678 0.4 0.0 -0.3
S 1.193884 3.122799 2.823261 0.0 -0.1 -0.6
S -4.732943 -4.205321 1.850350 0.6 1.1 -0.6
H -1.244233 -0.192912 -3.792465 0.0 -0.1 0.0
C -3.319968 -0.088546 2.373211 1.4 -1.6 -0.5
H -1.947586 -2.006244 -0.336801 -0.2 0.5 0.1
C 5.730194 2.895531 -1.194947 -1.3 0.7 -0.2
H -0.879148 -0.489150 -5.239380 0.0 0.2 0.1
O -4.393082 0.044882 3.294594 -0.6 0.6 -0.5
O 0.366455 4.386587 2.250925 0.7 0.3 1.1
H -2.429607 -2.550806 -1.923033 0.0 0.1 0.0
O 5.499706 2.316695 -2.388501 0.6 -0.3 -0.3
O -1.622382 -0.491079 -4.629427 -0.1 -0.2 0.0
H 4.785345 -3.609188 -2.081189 0.1 0.2 0.0
H 1.181936 -3.632078 -1.782453 -0.2 0.1 0.0
H 2.587761 3.538398 1.041147 0.2 -0.2 -0.3
```
Positions in Å, forces in eV/Å.

=====

C9H9I2IrLuNO5S | the ωB97M-V functional and the def2-TZVPD basis

For the frontier orbital gap (spin up / spin down), the calculation gives 6.98 / 5.00 eV. As for the energy above the lowest of the compared OMol25 structures with the same formula, charge and spin: 0.000 eV. Its spin multiplicity is 5. The highest occupied orbital energy (spin up / spin down) comes out at -23.803 / -23.655 eV. The net charge is +4. For the strongest force on any atom, the calculation gives 0.14057 hartree/bohr.

Structure (XYZ):
```
29
Properties=species:S:1:pos:R:3:forces:R:3
I 3.104403 1.986745 1.951000 0.3 0.3 -0.1
C -1.687984 1.936329 0.689730 -5.5 2.5 -3.4
H 0.525940 -1.178337 -4.044343 0.1 0.0 0.3
Ir -0.227615 -1.694589 0.820464 5.5 -0.3 0.2
C 0.795334 -1.408902 -3.003718 0.3 -0.9 0.2
O -2.629219 2.440049 0.227022 4.9 -2.5 2.5
H 1.287760 1.254052 -3.667645 0.0 -0.1 0.2
C -1.212859 2.739268 3.013432 -2.8 2.7 2.8
O -1.971447 3.369309 3.598540 2.9 -2.3 -2.2
C -1.073381 -1.961803 2.476587 -4.6 -2.9 4.8
I 2.469812 -1.104842 2.517753 -0.8 -0.6 0.2
C 1.587334 0.934852 -2.663776 0.6 0.3 0.1
O -2.275907 -3.122085 -0.936867 3.6 1.8 2.2
H 1.831583 -1.777706 -2.979214 -0.3 0.0 -0.3
H -1.058586 0.571596 -3.124083 -0.1 0.0 0.2
C 0.083069 0.188224 5.129302 0.6 -1.1 5.2
O -1.617932 -2.256667 3.461173 2.5 1.5 -3.7
C -1.452598 -2.596204 -0.322330 -5.1 -1.3 -2.4
C 0.663820 -0.153923 -2.153844 0.4 0.3 -0.9
H -1.431868 -0.451526 -1.707967 -0.1 0.0 -0.2
H 0.139844 -2.211671 -2.636906 0.1 0.1 -0.2
H -0.871921 1.201596 -1.469411 0.0 0.2 -0.2
S 1.329630 -0.602913 -0.500238 -1.5 -0.1 -1.0
C -0.763815 0.318077 -2.098681 -0.4 -0.1 0.5
Lu 0.141879 0.826986 1.875256 -0.1 1.5 -0.2
H 1.562408 1.804312 -2.002281 0.0 0.2 -0.1
H 2.621257 0.577567 -2.715654 -0.1 0.1 -0.1
N -0.191049 0.475824 4.004591 0.1 0.0 -1.5
O 0.322097 -0.103619 6.262108 -0.5 0.7 -2.7
```
Positions in Å, forces in eV/Å.

=====

C3H6N5O2 | the ωB97M-V functional and the def2-TZVPD basis

For the frontier orbital gap, the calculation gives 8.43 eV. As for the energy above the lowest of the compared OMol25 structures with the same formula, charge and spin: 0.000 eV. The highest occupied orbital energy comes out at -4.619 eV. The structure (SMILES) is C[C@@H]1N=N[C@@H](N=[N+]([O-])[O-])N1. The net charge is -1. For the strongest force on any atom, the calculation gives 0.06314 hartree/bohr.

Structure (XYZ):
```
16
Properties=species:S:1:pos:R:3:forces:R:3
H 0.162347 1.297506 -0.982791 -0.3 -0.9 -0.1
N -0.846473 -1.533808 0.094811 -2.1 -0.4 -1.1
C -2.619431 0.102643 0.131662 0.8 2.4 1.3
N -0.249393 0.746437 -0.229569 1.7 -1.8 1.7
H -2.569021 0.344401 1.256208 0.5 -0.2 -1.6
O 3.150286 0.974124 1.022631 0.7 0.3 0.1
C 1.040069 -0.301873 0.411716 -1.6 1.7 0.7
N 0.272313 -1.542433 0.499964 2.9 -0.3 1.0
N 2.143204 -0.392877 -0.440168 -0.9 -0.2 0.6
H -3.300858 -0.716412 0.122396 -0.8 -0.5 -0.8
H -2.914495 1.078972 -0.383344 -0.3 -1.5 0.7
N 3.175269 0.333069 -0.041060 -0.7 -0.4 -0.8
C -1.250806 -0.255772 -0.482717 -1.4 1.2 -2.7
H 1.205899 -0.003412 1.525752 -0.1 -0.1 -2.2
O 4.122367 0.337115 -0.840572 0.5 0.4 0.6
H -1.521270 -0.467673 -1.664918 0.9 0.3 2.6
```
Positions in Å, forces in eV/Å.

=====

net charge of number 4 (C3H6N5O2)?
-1

=====

Among the records above, which one has the lowest strongest force on any atom?
C15H40BF4O19S3